DFT (ωB97M-V with the def2-TZVPD basis set) results for a cluster of 2 separate species, C19H27BF4N3O in total in a non-equilibrium geometry.

Each line ends with the Löwdin charge.
Atoms and positions in Å:
C 4.8596 0.2677 0.9052  -0.096
C 3.9178 -0.5214 -0.0233  -0.248
C 2.4496 -0.4300 0.3934  -0.207
C 1.5616 -1.0851 -0.6736  -0.210
N 0.1796 -1.1073 -0.1962  0.010
C -0.8585 -1.5132 -1.1231  -0.403
C -0.3275 -2.4819 -2.1346  -0.180
N 0.2015 -3.2690 -2.7828  0.190
C -1.5152 -0.3247 -1.9017  -0.087
C -0.8879 1.0730 -1.7198  -0.107
C -1.4622 1.8318 -0.5339  -0.226
C -2.6043 2.6023 -0.7324  -0.045
C -3.2001 3.2780 0.3271  -0.089
C -2.6368 3.1827 1.5893  -0.111
C -1.4805 2.4475 1.7976  -0.085
C -0.8920 1.7715 0.7320  -0.050
C -1.9388 -2.2921 -0.2936  -0.219
C -2.8373 -3.0515 -1.1718  -0.199
N -3.5264 -3.6577 -1.8611  0.172
C -2.7703 -1.3689 0.6429  -0.140
C -2.7857 -1.8303 2.0986  -0.159
C -1.5192 -1.4818 2.8815  -0.249
O -0.9382 -2.6962 3.3718  -0.077
H 4.3682 0.5752 1.8301  0.062
H 5.2802 1.1317 0.3932  0.062
H 5.6988 -0.3674 1.2017  0.058
H 4.2064 -1.5743 0.0158  0.101
H 3.9803 -0.1501 -1.0465  0.101
H 2.3190 -1.0175 1.3151  0.111
H 2.1428 0.6000 0.5768  0.106
H 1.9659 -2.0868 -0.8511  0.117
H 1.6465 -0.4840 -1.5794  0.119
H 0.1170 -1.6322 0.6651  0.097
H -2.5768 -0.2571 -1.6563  0.113
H -1.4823 -0.5720 -2.9637  0.117
H -1.1616 1.6352 -2.6146  0.116
H 0.1994 1.0547 -1.6849  0.110
H -3.0335 2.6743 -1.7250  0.112
H -4.0906 3.8731 0.1734  0.097
H -3.0981 3.6934 2.4277  0.095
H -1.0379 2.3863 2.7838  0.100
H 0.0091 1.2016 0.9040  0.088
H -1.3874 -3.0264 0.3011  0.154
H -3.7900 -1.3146 0.2627  0.120
H -2.3654 -0.3576 0.5915  0.096
H -3.6268 -1.3337 2.5888  0.111
H -2.9876 -2.8991 2.1841  0.119
H -1.7767 -0.8538 3.7403  0.115
H -0.8037 -0.9126 2.2817  0.093
H -0.3261 -2.4817 4.0807  0.080
B 4.1277 2.6366 -2.7639  -1.245
F 3.1508 1.6609 -2.4433  0.064
F 4.9632 2.8190 -1.6395  0.069
F 4.8915 2.1889 -3.8552  0.078
F 3.4885 3.8467 -3.0859  0.076

Values from the calculation:
Charge: -1
LUMO energy (eV): 2.08
Frontier orbital gap (hartree): 0.3420
Energy (Eh): -1404.311313
Largest force on an atom (eV Å⁻¹): 1.1
E_HOMO (eV): -7.230
2S+1: 1

DFT (ωB97M-V with the def2-TZVPD basis set) results for a structure of composition C19H27ClIrN2 in a non-equilibrium geometry.

Each line ends with the Mulliken spin population.
Atoms and positions in Å:
C 0.0847 0.2080 -5.7291  0.000
C 1.4596 0.7757 -6.1189  0.000
C -0.1338 -1.1153 -6.4796  0.000
C -0.9983 1.2088 -6.1645  0.000
Cl -0.0054 -0.0940 -3.8892  0.000
H -0.0895 -0.9760 -7.5732  0.000
H -1.1183 -1.5399 -6.2465  0.000
H 0.6386 -1.8480 -6.2146  0.000
H 1.5350 0.9442 -7.2075  0.000
H 2.2653 0.0837 -5.8441  0.000
H 1.6419 1.7420 -5.6318  0.000
H -0.9726 1.3864 -7.2540  0.000
H -0.8567 2.1820 -5.6777  0.000
H -2.0012 0.8354 -5.9230  0.000
C 1.5160 -1.9359 1.7472  0.187
C 1.0043 -2.9705 0.9044  0.137
C 1.0198 -2.4960 -0.4602  0.083
H 0.6508 -3.9461 1.2370  0.005
C 1.5481 -1.1419 -0.4496  0.023
C 1.8575 -0.8086 0.9203  0.204
H 2.2748 0.1349 1.2583  0.036
H 1.6182 -1.9892 2.8331  0.013
H 0.6999 -3.0459 -1.3413  0.003
H 1.6810 -0.5031 -1.3190  0.017
C -1.7694 0.4052 1.1070  0.175
C -2.1464 -0.7352 1.8883  0.211
C -2.4224 -1.8185 1.0022  0.141
H -2.1813 -0.7644 2.9793  0.016
C -2.2330 -1.3512 -0.3526  0.081
C -1.8268 0.0408 -0.2880  0.053
H -1.6028 0.6854 -1.1378  0.014
H -1.4603 1.3635 1.5188  0.038
H -2.7079 -2.8266 1.3017  0.003
H -2.3625 -1.9359 -1.2610  0.002
Ir -0.3158 -1.1904 0.5319  2.563
C 2.7173 1.4117 5.7315  0.015
C 1.3993 1.3855 5.0804  0.292
C 0.1589 1.8699 5.5109  0.327
C -0.7532 1.5786 4.4581  -0.056
N -0.1081 0.9744 3.4483  0.424
N 1.1703 0.8622 3.8575  -0.056
C -2.1896 1.9069 4.4472  0.019
H 3.0610 2.4465 5.8705  0.032
H 2.6608 0.9541 6.7286  0.027
H 3.4710 0.8727 5.1440  0.000
H -0.0689 2.3555 6.4345  0.005
H 1.8630 0.4218 3.2515  -0.015
H -2.6164 1.6948 5.4348  -0.005
H -2.3345 2.9778 4.2485  -0.010
H -2.7222 1.3242 3.6876  -0.004

Values from the calculation:
Charge: +2
LUMO energy (spin up / spin down) (eV): -6.02 / -10.76
Frontier orbital gap (spin up / spin down) (hartree): 0.2226 / 0.1546
Energy (Eh): -1413.309938
Largest force on an atom (eV Å⁻¹): 3.1
E_HOMO (spin up / spin down) (eV): -12.073 / -14.962
2S+1: 6
Energy above the lowest of the compared OMol25 structures with the same formula, charge and spin (kcal/mol): 12.0

DFT (ωB97M-V with the def2-TZVPD basis set) results for a structure of composition C19H27ClN2Re in a non-equilibrium geometry.

Each line ends with the Mulliken spin population.
Atoms and positions in Å:
C 0.0030 0.0689 -4.9007  0.073
C 1.3980 0.6191 -5.1904  0.006
C -0.2087 -1.2807 -5.5828  0.003
C -1.0801 1.0666 -5.3069  0.004
Cl -0.1299 -0.2021 -2.7764  -0.006
H -0.1500 -1.1750 -6.6894  0.003
H -1.1987 -1.6950 -5.3426  0.001
H 0.5599 -2.0020 -5.2773  0.001
H 1.5379 0.8121 -6.2766  0.001
H 2.1708 -0.0973 -4.8765  0.000
H 1.5581 1.5655 -4.6575  0.001
H -1.0465 1.2591 -6.4021  0.001
H -0.9408 2.0274 -4.7953  0.001
H -2.0820 0.6805 -5.0693  0.001
C 1.4122 -1.7125 1.4288  -0.089
C 0.6741 -2.6324 0.6273  0.002
C 0.8429 -2.2608 -0.7547  -0.079
H 0.1608 -3.5287 0.9952  0.001
C 1.7394 -1.1076 -0.7840  0.094
C 2.0658 -0.7692 0.5664  0.130
H 2.7054 0.0528 0.8669  0.036
H 1.5632 -1.7979 2.5082  -0.005
H 0.4849 -2.8057 -1.6205  -0.006
H 2.0843 -0.5831 -1.6695  0.024
C -1.9791 0.5526 0.7447  0.181
C -2.0011 -0.6810 1.4836  -0.103
C -2.0779 -1.7588 0.5584  -0.029
H -2.0671 -0.7719 2.5740  -0.007
C -2.0727 -1.2138 -0.7679  -0.057
C -2.0368 0.2269 -0.6441  0.029
H -1.9901 0.9592 -1.4526  0.028
H -1.9088 1.5531 1.1645  0.059
H -2.1911 -2.8139 0.8377  0.001
H -2.1269 -1.7824 -1.6992  0.005
Re -0.2873 -0.6981 0.1217  1.768
C 2.7294 1.5195 5.4897  0.013
C 1.4475 1.3532 4.7819  0.253
C 0.1603 1.7459 5.1314  0.282
C -0.6688 1.3840 4.0432  -0.080
N 0.0647 0.7722 3.0918  0.472
N 1.3284 0.7711 3.5714  -0.063
C -2.1053 1.7004 3.9595  0.019
H 3.0060 2.5863 5.5490  0.031
H 2.6291 1.1545 6.5201  0.024
H 3.5415 0.9780 4.9968  0.000
H -0.1587 2.2248 6.0392  0.005
H 2.0762 0.3423 3.0329  -0.014
H -2.5812 1.4960 4.9263  -0.004
H -2.2442 2.7727 3.7449  -0.008
H -2.6099 1.1255 3.1810  -0.003

Values from the calculation:
Charge: +2
LUMO energy (spin up / spin down) (eV): -5.64 / -10.56
Frontier orbital gap (spin up / spin down) (hartree): 0.3021 / 0.1357
Energy (Eh): -1387.445472
Largest force on an atom (eV Å⁻¹): 4.3
E_HOMO (spin up / spin down) (eV): -13.857 / -14.251
2S+1: 4
Energy above the lowest of the compared OMol25 structures with the same formula, charge and spin (kcal/mol): 27.2

DFT (ωB97M-V with the def2-TZVPD basis set) results for a cluster of 2 separate species, C19H27ClN7O5S in total in a non-equilibrium geometry.

Each line ends with the Löwdin charge.
Atoms and positions in Å:
O 2.2351 3.0456 1.7681  0.059
O -1.6736 -1.1524 0.9083  0.083
O 4.7038 0.7776 -2.5334  0.046
Cl -7.7146 2.0827 7.0383  0.663
N -5.6422 0.0885 1.2238  0.146
N -4.9971 1.9579 2.2891  0.157
O -0.3441 0.6732 0.8927  0.083
O -4.1720 1.7464 1.1645  -0.027
S -3.8987 -0.1504 -0.8333  1.023
C 2.9543 2.3724 1.0519  -0.551
C -1.3815 -0.0665 0.4449  -0.561
C 3.7985 1.3604 -1.9466  -0.476
C -4.6189 0.5920 0.5985  -0.641
C -5.8421 0.9570 2.2813  -0.294
C 4.0961 -4.4085 -2.9197  -0.478
C -8.9265 -0.3475 4.0589  -0.062
C -8.8585 0.3438 5.2727  -0.099
C -7.9411 -0.1491 3.0844  -0.025
C -6.8366 1.4425 4.5313  -0.046
C -7.8111 1.2364 5.5141  -0.645
C -6.8837 0.7526 3.3043  -0.150
N 2.9879 -5.0165 -2.5998  0.235
N 3.4253 2.6102 -2.2406  0.036
N 4.4202 -3.2226 -2.4365  0.112
N 2.4066 1.5427 0.1592  0.090
N 4.8924 -5.0157 -3.7528  0.218
C 4.4627 2.4739 1.1806  0.021
C -2.1690 0.4936 -0.7322  -0.344
C 4.0495 3.4433 -3.2688  -0.040
C 3.6633 -2.3964 -1.4776  -0.138
C 2.6080 -1.5269 -2.1805  -0.166
C 2.0602 -0.4026 -1.2815  -0.124
C 3.0922 0.6384 -0.7858  -0.206
H -0.0735 0.2537 1.7277  0.148
H -9.7407 -1.0425 3.8735  0.108
H -9.6172 0.1888 6.0341  0.107
H -7.9961 -0.6992 2.1478  0.110
H -6.0315 2.1415 4.7395  0.111
H 2.3630 -4.5752 -1.9498  0.124
H 2.7704 -5.9198 -2.9786  0.141
H 2.6949 3.0200 -1.6786  0.137
H 5.2819 -2.8176 -2.7686  0.167
H 1.3937 1.5174 0.1997  0.112
H 5.7565 -4.5855 -4.0336  0.141
H 4.6449 -5.9151 -4.1225  0.137
H 4.8919 2.8550 0.2567  0.079
H 4.8818 1.4989 1.4187  0.083
H 4.6966 3.1659 1.9901  0.093
H -1.6385 0.2389 -1.6502  0.086
H -2.1929 1.5830 -0.6465  0.091
H 5.1079 3.5860 -3.0393  0.092
H 3.9675 2.9603 -4.2444  0.089
H 3.5619 4.4190 -3.3128  0.091
H 4.3830 -1.7507 -0.9744  0.122
H 3.1856 -3.0168 -0.7167  0.129
H 3.0343 -1.0912 -3.0842  0.113
H 1.7773 -2.1644 -2.4859  0.110
H 1.5979 -0.8717 -0.4112  0.118
H 1.2749 0.1194 -1.8315  0.125
H 3.8795 0.1258 -0.2367  0.134

Values from the calculation:
Charge: +1
LUMO energy (eV): -2.95
Frontier orbital gap (hartree): 0.2750
Energy (Eh): -2357.922391
Largest force on an atom (eV Å⁻¹): 2.4
E_HOMO (eV): -10.433
2S+1: 1
Energy above the lowest of the compared OMol25 structures with the same formula, charge and spin (kcal/mol): 23.9

Copy entry 4 word for word.
DFT (ωB97M-V with the def2-TZVPD basis set) results for a cluster of 2 separate species, C19H27ClN7O5S in total in a non-equilibrium geometry.

Each line ends with the Löwdin charge.
Atoms and positions in Å:
O 2.2351 3.0456 1.7681  0.059
O -1.6736 -1.1524 0.9083  0.083
O 4.7038 0.7776 -2.5334  0.046
Cl -7.7146 2.0827 7.0383  0.663
N -5.6422 0.0885 1.2238  0.146
N -4.9971 1.9579 2.2891  0.157
O -0.3441 0.6732 0.8927  0.083
O -4.1720 1.7464 1.1645  -0.027
S -3.8987 -0.1504 -0.8333  1.023
C 2.9543 2.3724 1.0519  -0.551
C -1.3815 -0.0665 0.4449  -0.561
C 3.7985 1.3604 -1.9466  -0.476
C -4.6189 0.5920 0.5985  -0.641
C -5.8421 0.9570 2.2813  -0.294
C 4.0961 -4.4085 -2.9197  -0.478
C -8.9265 -0.3475 4.0589  -0.062
C -8.8585 0.3438 5.2727  -0.099
C -7.9411 -0.1491 3.0844  -0.025
C -6.8366 1.4425 4.5313  -0.046
C -7.8111 1.2364 5.5141  -0.645
C -6.8837 0.7526 3.3043  -0.150
N 2.9879 -5.0165 -2.5998  0.235
N 3.4253 2.6102 -2.2406  0.036
N 4.4202 -3.2226 -2.4365  0.112
N 2.4066 1.5427 0.1592  0.090
N 4.8924 -5.0157 -3.7528  0.218
C 4.4627 2.4739 1.1806  0.021
C -2.1690 0.4936 -0.7322  -0.344
C 4.0495 3.4433 -3.2688  -0.040
C 3.6633 -2.3964 -1.4776  -0.138
C 2.6080 -1.5269 -2.1805  -0.166
C 2.0602 -0.4026 -1.2815  -0.124
C 3.0922 0.6384 -0.7858  -0.206
H -0.0735 0.2537 1.7277  0.148
H -9.7407 -1.0425 3.8735  0.108
H -9.6172 0.1888 6.0341  0.107
H -7.9961 -0.6992 2.1478  0.110
H -6.0315 2.1415 4.7395  0.111
H 2.3630 -4.5752 -1.9498  0.124
H 2.7704 -5.9198 -2.9786  0.141
H 2.6949 3.0200 -1.6786  0.137
H 5.2819 -2.8176 -2.7686  0.167
H 1.3937 1.5174 0.1997  0.112
H 5.7565 -4.5855 -4.0336  0.141
H 4.6449 -5.9151 -4.1225  0.137
H 4.8919 2.8550 0.2567  0.079
H 4.8818 1.4989 1.4187  0.083
H 4.6966 3.1659 1.9901  0.093
H -1.6385 0.2389 -1.6502  0.086
H -2.1929 1.5830 -0.6465  0.091
H 5.1079 3.5860 -3.0393  0.092
H 3.9675 2.9603 -4.2444  0.089
H 3.5619 4.4190 -3.3128  0.091
H 4.3830 -1.7507 -0.9744  0.122
H 3.1856 -3.0168 -0.7167  0.129
H 3.0343 -1.0912 -3.0842  0.113
H 1.7773 -2.1644 -2.4859  0.110
H 1.5979 -0.8717 -0.4112  0.118
H 1.2749 0.1194 -1.8315  0.125
H 3.8795 0.1258 -0.2367  0.134

Values from the calculation:
Charge: +1
LUMO energy (eV): -2.95
Frontier orbital gap (hartree): 0.2750
Energy (Eh): -2357.922391
Largest force on an atom (eV Å⁻¹): 2.4
E_HOMO (eV): -10.433
2S+1: 1
Energy above the lowest of the compared OMol25 structures with the same formula, charge and spin (kcal/mol): 23.9

energy of number 1 (C19H27BF4N3O)?
-1404.311313 Eh

Which formula does entry 3 have?
C19H27ClN2Re